Entry 1:
Density functional theory data (wB97M-V/def2-TZVPD) for C12H12Br2 as an isolated structure.

Geometry as XYZ:
```
26
Properties=species:S:1:pos:R:3:forces:R:3:mulliken_charge:R:1
C -1.358 0.742 3.197 -0.55 0.71 -1.53 -0.63
C -0.102 0.329 2.923 1.72 -0.95 -0.23 -0.57
C -2.171 1.061 2.119 -1.96 0.71 0.69 -0.38
C 0.327 0.185 1.588 -0.10 0.28 1.46 -0.38
C -1.829 0.899 0.788 1.30 0.72 0.08 -0.60
C -0.523 0.445 0.532 0.54 -0.90 -0.36 0.36
C 1.096 -2.314 -0.763 -1.52 -1.07 -0.72 -0.49
C 1.681 -1.632 -1.985 0.45 0.67 -0.16 -0.70
C 0.137 0.285 -0.836 -1.59 0.76 0.06 0.80
C 0.494 -1.057 -1.403 -0.33 0.45 3.10 0.23
C -0.699 -0.373 -1.949 1.24 -0.54 -0.52 0.19
C 0.983 1.468 -1.146 1.42 -0.96 -2.65 -1.57
Br -0.388 0.073 -3.828 -0.14 0.39 0.25 -0.14
Br -2.463 -0.963 -1.748 -0.70 -0.44 0.26 -0.06
H -1.715 1.126 4.112 -0.04 -0.40 1.34 0.37
H 0.582 0.076 3.731 0.09 0.27 -0.15 0.36
H -3.118 1.508 2.508 0.51 -0.26 -1.28 0.27
H 1.395 0.051 1.447 -0.13 -0.49 -0.30 0.38
H -2.325 1.390 -0.042 -0.63 -0.50 0.24 0.46
H 0.440 -3.173 -1.024 0.84 0.27 0.79 0.27
H 1.701 -2.332 0.227 -1.43 0.26 -1.96 0.19
H 2.541 -1.111 -1.625 0.96 0.40 -0.77 0.30
H 1.540 -1.817 -3.063 0.59 -0.77 0.74 0.26
H 1.630 1.067 -2.016 -0.96 1.50 0.85 0.37
H 1.700 1.676 -0.390 0.47 0.08 1.05 0.40
H 0.444 2.392 -1.354 -0.03 -0.19 -0.28 0.31
```
Forces are in eV/Å.

The total energy comes out at -5612.3699 hartree. The value obtained for the relative energy (zero: lowest compared OMol25 entry of this formula, charge and spin) is 3.801 eV. The value obtained for the LUMO energy is 0.60 eV. The charge is 0. As for the HOMO-LUMO gap: 9.773 eV.



Entry 2:
Density functional theory data (wB97M-V/def2-TZVPD) for an isolated ion of composition C12H12BrO2 and charge +1.

Geometry as XYZ:
```
27
Properties=species:S:1:pos:R:3:forces:R:3:mulliken_charge:R:1
C -3.585 -1.673 -1.266 2.16 0.79 0.52 -0.30
C -4.142 -1.929 0.046 2.84 1.78 -1.97 -0.43
C -2.568 -0.747 -1.442 -1.52 -0.32 1.38 -0.68
C -3.587 -1.320 1.077 -1.91 -1.02 2.47 -0.43
C -0.547 0.132 -0.492 -0.74 -0.18 0.75 -0.85
C -1.916 -0.144 -0.323 1.15 -0.69 0.15 0.96
C -2.657 -0.211 0.973 -1.17 0.08 -0.10 0.51
C 2.750 0.312 1.178 -0.16 -0.93 -0.19 -0.48
C 1.805 0.658 0.247 0.45 1.06 0.61 0.87
C 0.490 0.090 0.460 0.24 0.78 -1.07 -0.39
C 4.216 0.611 1.252 -0.24 -2.78 -0.13 -1.00
C 2.138 1.856 -0.694 0.16 -2.02 -1.74 -0.40
O -2.828 0.643 1.809 1.46 0.77 -0.10 -0.44
O 1.296 1.681 -1.942 2.04 1.73 1.18 -0.51
Br 5.132 -0.619 -0.137 -0.76 1.03 0.81 -0.06
H -3.663 -2.441 -2.011 -0.72 0.15 -0.63 0.36
H -4.807 -2.679 0.057 -2.69 -2.32 0.74 0.50
H -2.089 -0.629 -2.357 0.68 -0.04 -1.58 0.46
H -4.079 -1.455 2.074 0.86 0.18 -0.78 0.34
H -0.308 0.234 -1.538 0.57 0.41 -0.02 0.47
H 2.522 -0.468 1.955 -0.30 0.85 -0.95 0.21
H 0.415 -0.450 1.400 -0.49 0.13 -0.02 0.41
H 4.695 1.548 1.225 0.00 1.24 -0.50 0.49
H 4.478 0.085 2.156 0.75 0.30 0.27 0.39
H 1.931 2.774 -0.117 -0.07 -0.18 -0.64 0.33
H 3.263 1.791 -0.996 -1.99 0.21 0.62 0.33
H 1.647 2.349 -2.593 -0.60 -1.00 0.92 0.31
```
Forces are in eV/Å.

The total energy comes out at -3188.5335 hartree. The value obtained for the relative energy (zero: lowest compared OMol25 entry of this formula, charge and spin) is 1.402 eV. The value obtained for the LUMO energy (alpha / beta) is -6.64 / -6.64 eV. The charge is +1. As for the HOMO-LUMO gap (alpha / beta): 5.777 / 5.777 eV.



Entry 3:
Density functional theory data (wB97M-V/def2-TZVPD) for C12H12F5LiN2O3Te as an isolated structure.

Geometry as XYZ:
```
36
Properties=species:S:1:pos:R:3:forces:R:3:mulliken_charge:R:1
Li 0.424 -0.798 0.586 -0.47 -0.40 -0.25 0.99
C 0.448 3.871 -0.383 0.08 -0.10 0.09 -1.20
C -0.028 2.464 -0.059 -0.28 0.21 -0.15 1.01
O 0.450 1.884 1.024 -0.11 0.03 -0.18 -0.53
C -1.043 1.972 -0.826 0.31 0.09 0.01 -0.69
C -1.770 0.720 -0.747 -0.42 -0.19 0.00 0.94
C -2.952 0.551 -1.683 0.09 0.00 0.14 -1.32
N -1.460 -0.202 0.086 0.69 0.06 -0.02 -0.18
N -2.284 -1.297 0.192 -0.70 -0.23 -0.01 -0.69
C -1.609 -2.378 0.513 0.44 0.30 -0.34 0.50
O -0.347 -2.514 0.516 -0.41 -0.27 0.24 -1.02
C -2.447 -3.559 0.902 0.01 -0.30 0.11 0.24
C -1.829 -4.603 1.590 0.02 0.08 -0.10 -0.49
C -2.551 -5.714 1.998 -0.09 -0.08 0.00 -0.46
C -3.907 -5.811 1.707 0.05 0.00 0.01 -0.30
C -4.528 -4.778 1.016 -0.07 -0.03 -0.02 -0.54
C -3.808 -3.660 0.622 0.00 0.08 -0.03 -0.16
H 1.532 3.919 -0.362 0.01 -0.02 0.02 0.26
H 0.072 4.560 0.381 0.04 -0.01 0.02 0.26
H 0.084 4.190 -1.360 -0.08 0.01 0.02 0.33
H -1.379 2.630 -1.619 0.01 0.01 -0.02 0.05
H -2.889 1.242 -2.523 0.00 0.05 0.00 0.37
H -3.885 0.735 -1.142 -0.02 -0.04 -0.03 0.22
H -2.982 -0.475 -2.048 -0.06 0.02 0.00 0.36
H -0.769 -4.508 1.786 0.00 0.00 0.00 0.39
H -2.057 -6.513 2.539 0.01 0.01 0.00 0.35
H -4.473 -6.684 2.013 0.00 0.00 0.01 0.34
H -5.585 -4.849 0.782 0.00 0.02 0.00 0.34
H -4.285 -2.845 0.093 0.03 0.01 0.02 0.43
F 0.891 -0.165 2.239 0.21 0.36 -0.49 -0.55
Te 2.284 0.906 1.227 2.56 1.32 2.96 1.49
F 3.208 -0.501 2.248 -0.37 0.12 -0.34 -0.44
F 4.231 0.983 0.809 -0.51 -0.02 -0.04 -0.47
F 2.797 2.768 0.776 -0.52 -0.39 -0.29 -0.45
F 2.390 1.750 2.945 -0.06 -0.19 -0.57 -0.39
O 1.948 0.027 -0.272 -0.40 -0.53 -0.77 -0.99
```
Forces are in eV/Å.

The total energy comes out at -1574.7032 hartree. The value obtained for the LUMO energy is 4.75 eV. The charge is -2. As for the HOMO-LUMO gap: 6.035 eV.



Entry 4:
Density functional theory data (wB97M-V/def2-TZVPD) for a 2-piece molecular cluster, C12H12F6NO7S overall.

Geometry as XYZ:
```
39
Properties=species:S:1:pos:R:3:forces:R:3:mulliken_charge:R:1
C 3.999 -2.385 -0.301 0.49 -1.22 -0.80 -0.59
O 4.427 -1.020 -0.545 -1.11 0.08 1.40 -0.31
C 3.697 -0.073 0.261 -0.28 0.59 0.15 -0.67
C 2.289 0.386 -0.374 -3.59 0.37 0.64 0.57
C 1.047 0.333 0.606 -1.31 1.10 -3.31 -0.40
C -0.387 0.719 0.081 4.34 0.02 -2.89 -0.17
C -0.465 1.135 -1.451 2.30 -0.26 1.72 0.17
C -1.956 1.490 -1.993 1.60 -0.09 0.12 -0.78
C -2.720 0.081 -2.166 0.51 0.21 -0.71 -0.04
O -3.439 0.103 -3.422 -0.65 -0.13 1.27 -0.55
C -3.593 -0.373 -0.899 0.20 -1.24 1.86 0.75
F -2.774 -1.299 -0.147 -2.15 2.26 -1.63 -0.23
F -3.938 0.671 0.002 0.65 -2.38 -2.25 -0.23
F -4.786 -1.079 -1.214 2.66 1.86 0.51 -0.28
C 0.816 1.189 -2.321 -1.73 -0.91 3.73 -0.34
N 2.109 0.812 -1.744 -2.51 0.08 2.10 0.40
C 3.285 0.874 -2.709 5.99 1.19 -3.32 0.36
O 3.159 0.127 -3.743 -0.58 2.25 3.66 -0.65
O 4.350 1.698 -2.437 -6.03 -3.77 -0.10 -0.69
H 3.739 -2.610 0.792 0.17 0.58 -1.51 0.29
H 3.150 -2.689 -1.024 1.08 0.60 1.34 0.24
H 4.894 -3.073 -0.572 -1.41 1.30 0.42 0.22
H 4.317 0.882 0.471 -0.82 -1.64 -0.85 0.33
H 3.484 -0.538 1.297 -0.04 0.76 -1.64 0.30
H 1.160 0.010 1.712 -0.20 0.51 -2.05 0.19
H -1.348 0.704 0.704 1.85 -0.03 -0.71 0.38
H -1.883 2.029 -3.017 -0.20 -1.26 1.63 0.36
H -2.455 2.227 -1.276 0.64 -1.24 -0.87 0.37
H -1.891 -0.721 -2.289 -1.62 1.22 0.33 0.36
H -4.405 0.235 -3.293 0.98 -0.13 0.12 0.33
H 0.737 1.520 -3.416 0.66 -0.73 1.94 0.30
C -2.658 -0.447 4.367 -1.12 -0.42 0.14 0.57
F -3.426 0.366 5.136 0.65 -0.19 -0.34 -0.24
F -2.761 -1.684 4.916 0.38 0.59 -0.26 -0.24
F -3.282 -0.521 3.162 0.55 0.15 0.35 -0.21
S -0.897 0.139 4.234 2.14 0.89 0.34 1.16
O -0.393 0.158 5.602 -0.95 -0.32 -0.65 -0.68
O -0.973 1.468 3.630 -0.70 -0.78 0.01 -0.67
O -0.227 -0.842 3.379 -0.84 0.11 0.12 -0.68
```
Forces are in eV/Å.

The total energy comes out at -2043.1807 hartree. The value obtained for the relative energy (zero: lowest compared OMol25 entry of this formula, charge and spin) is 6.771 eV. The value obtained for the LUMO energy is 1.03 eV. The charge is -1. As for the HOMO-LUMO gap: 7.515 eV.



Entry 5:
Density functional theory data (wB97M-V/def2-TZVPD) for one molecule with the formula C12H12FIO7P2.

Geometry as XYZ:
```
35
Properties=species:S:1:pos:R:3:forces:R:3:mulliken_charge:R:1
O 1.594 3.196 -2.701 2.49 -4.70 1.59 -0.49
C 2.121 2.145 -2.290 -1.55 4.17 -0.90 0.35
F 3.532 2.195 -2.000 -3.07 -0.90 -0.50 -0.26
C 1.250 0.829 -2.051 0.45 -0.52 -0.48 -0.21
C 1.593 0.062 -0.645 0.18 1.91 -0.74 0.16
C 1.489 1.210 0.510 -0.26 -0.04 0.70 -0.63
C 0.147 2.077 0.438 -0.54 3.63 -1.09 0.01
O 0.264 3.326 0.213 -0.32 -4.88 0.91 -0.55
C -1.345 1.497 0.580 -1.63 -1.42 0.68 0.52
C -2.263 1.471 -0.688 -1.71 -1.51 2.97 -0.25
C -3.689 0.873 -0.600 2.71 0.02 3.58 -0.56
C -4.166 0.295 0.790 3.29 1.52 -0.50 -0.38
C -3.243 0.351 2.043 1.31 1.20 -2.95 -0.45
C -1.787 0.954 1.983 -3.01 -0.28 -3.98 -0.15
O 2.985 -0.336 -0.671 -0.34 -1.82 -1.29 -0.26
C 3.235 -1.644 -1.149 1.94 -2.70 5.05 0.43
O 3.648 -2.489 -0.304 -1.78 3.76 -4.20 -0.45
I 3.067 -2.359 -3.191 0.00 0.80 0.78 0.10
P 0.290 -1.295 -0.469 -1.12 -0.16 -0.01 0.11
P 0.363 -2.238 1.526 -0.69 -0.37 3.53 0.87
O 0.431 -1.226 2.676 0.21 -2.21 -2.90 -0.62
O 1.501 -3.499 1.631 -2.02 1.88 0.67 -0.46
O -1.181 -3.009 1.683 2.81 0.42 -1.57 -0.50
H 0.130 1.112 -2.122 2.05 -0.13 0.33 -0.04
H 1.434 0.147 -2.967 -0.10 0.93 1.56 0.42
H 1.560 0.776 1.567 -0.18 0.18 -1.52 0.52
H 2.368 1.960 0.429 -1.47 -1.34 -0.29 0.40
H -1.920 1.853 -1.712 -0.36 -0.46 1.90 0.41
H -4.356 0.843 -1.523 1.04 0.03 1.55 0.33
H -5.209 -0.174 0.847 1.79 0.79 0.06 0.32
H -3.603 -0.079 3.036 0.49 0.68 -1.63 0.32
H -1.104 0.974 2.903 -1.15 -0.08 -1.71 0.30
H 0.567 -2.417 -1.355 0.50 0.81 0.67 0.04
H 1.571 -3.683 2.606 0.03 0.15 -1.09 0.34
H -1.275 -3.697 0.976 0.03 0.63 0.83 0.31
```
Forces are in eV/Å.

The total energy comes out at -2071.2536 hartree. The value obtained for the relative energy (zero: lowest compared OMol25 entry of this formula, charge and spin) is 7.162 eV. The value obtained for the LUMO energy is -0.79 eV. The charge is 0. As for the HOMO-LUMO gap: 8.206 eV. As for the SMILES: O=C(F)C[C@](CC(=O)c1ccccc1)(OC(=O)I)PP(=O)(O)O.



Entry 6:
Density functional theory data (wB97M-V/def2-TZVPD) for one molecule with the formula C12H12N2O.

Geometry as XYZ:
```
27
Properties=species:S:1:pos:R:3:forces:R:3:mulliken_charge:R:1
C -0.709 2.372 3.645 -0.85 0.83 -1.41 -0.53
C -1.880 2.769 2.877 3.72 -0.67 5.27 -0.70
C 0.412 1.816 3.005 1.40 0.73 3.49 -0.69
C -1.943 2.474 1.527 -0.86 -0.94 -4.36 -0.80
C 0.213 1.327 1.713 0.48 -2.13 -4.85 0.10
C -0.960 1.693 0.941 -0.26 0.76 1.73 0.90
C 1.831 -1.093 -0.737 -2.38 4.13 5.26 0.45
C 0.166 0.373 -0.361 -0.14 -0.82 -1.97 0.44
C 0.909 0.464 0.803 1.40 -1.92 -1.16 0.59
C 1.565 -3.488 -1.243 -1.18 -1.65 1.68 -0.99
C -2.038 1.245 -1.235 -0.51 0.94 -1.15 -0.88
C 2.510 -2.323 -1.178 1.08 0.71 0.19 -0.49
N 1.989 -0.543 0.457 0.15 0.13 0.83 -0.68
N -0.977 1.092 -0.335 1.77 -0.47 1.44 0.14
O 0.674 -0.466 -1.327 -0.34 -0.52 -0.29 -0.50
H -0.630 2.662 4.689 -0.13 0.04 -0.16 0.36
H -2.548 3.344 3.472 -0.91 0.29 -0.26 0.41
H 1.458 1.759 3.465 -1.87 0.08 -0.52 0.32
H -2.864 2.680 0.983 0.19 0.03 0.13 0.16
H 2.157 -4.435 -1.466 -1.06 1.14 0.06 0.33
H 0.718 -3.311 -1.953 0.86 -0.38 0.46 0.29
H 1.063 -3.639 -0.155 1.19 0.31 -2.49 0.28
H -2.526 0.332 -1.532 -0.14 -0.46 0.12 0.34
H -2.720 1.921 -0.745 -0.54 -0.11 -0.11 0.22
H -1.710 1.771 -2.128 0.09 -0.04 -0.29 0.36
H 2.966 -1.999 -2.086 0.25 -0.60 -1.45 0.31
H 3.416 -2.548 -0.538 -1.39 0.59 -0.21 0.28
```
Forces are in eV/Å.

The spin multiplicity is 3. The total energy comes out at -649.0057 hartree. Its expectation value of S² is 2.043. The value obtained for the relative energy (zero: lowest compared OMol25 entry of this formula, charge and spin) is 0.000 eV. The value obtained for the LUMO energy (alpha / beta) is 0.66 / -2.18 eV. The charge is 0. As for the HOMO-LUMO gap (alpha / beta): 4.719 / 6.060 eV.



Entry 7:
Density functional theory data (wB97M-V/def2-TZVPD) for a 2-piece molecular cluster, C12H12N5O5 overall.

Geometry as XYZ:
```
34
Properties=species:S:1:pos:R:3:forces:R:3:mulliken_charge:R:1
C -0.068 -0.188 -2.782 0.05 -0.29 -0.72 -1.11
C -0.145 0.758 -1.627 1.17 0.33 1.30 0.66
C 0.970 0.842 -0.712 0.90 -1.37 -1.65 0.54
C 0.931 1.763 0.432 -0.33 0.35 0.90 -0.50
C 2.283 2.431 0.671 -0.58 -0.16 -0.22 -0.75
C 3.254 1.315 0.933 0.27 -0.61 -0.36 -0.49
O 3.263 0.292 -0.104 0.71 0.51 0.73 -0.39
C 2.205 0.067 -0.919 -2.37 0.19 -0.75 0.56
O 2.349 -0.806 -1.782 1.16 0.12 0.90 -0.78
O -1.172 1.444 -1.451 -0.20 0.05 -0.18 -0.77
H 0.964 -0.541 -2.912 -0.72 0.17 -0.25 0.32
H -0.694 -1.068 -2.568 0.01 0.18 -0.12 0.11
H -0.455 0.319 -3.675 -0.10 -0.16 0.16 0.35
H 0.124 2.486 0.293 0.02 0.03 0.01 0.39
H 0.710 1.151 1.326 0.05 0.80 -0.02 -0.29
H 2.565 3.017 -0.213 0.05 -0.05 0.18 0.34
H 2.222 3.082 1.548 0.21 0.06 -0.04 0.36
H 4.288 1.660 0.983 0.00 -0.02 0.02 0.35
H 3.005 0.817 1.880 0.02 0.08 -0.13 0.22
O 0.650 -0.394 2.745 -1.12 -2.41 -0.60 -0.62
N 0.175 -1.489 2.344 2.27 0.46 2.00 1.08
C -0.926 -1.441 1.435 -0.81 0.54 -0.97 -0.42
C -1.506 -0.221 1.159 -0.40 -0.53 0.41 0.10
N -2.561 -0.220 0.300 -0.51 -0.27 -0.58 0.69
N -3.375 0.834 -0.024 -0.40 -0.56 -0.48 -0.63
N -4.206 0.398 -0.921 1.39 -0.97 1.13 -0.44
N -4.001 -0.928 -1.214 1.00 0.21 0.89 -0.54
C -2.967 -1.320 -0.441 -0.66 1.42 -0.20 0.67
C -2.322 -2.561 -0.194 -0.01 -0.02 0.25 -0.73
C -1.351 -2.627 0.770 -0.26 -0.01 -0.28 -0.25
O 0.625 -2.595 2.716 -1.06 1.86 -0.91 -0.64
H -1.271 0.691 1.687 0.08 0.01 -0.31 0.68
H -2.686 -3.411 -0.756 0.22 -0.09 0.16 0.45
H -0.880 -3.557 1.072 -0.05 0.12 -0.27 0.48
```
Forces are in eV/Å.

The total energy comes out at -1114.3710 hartree. The value obtained for the relative energy (zero: lowest compared OMol25 entry of this formula, charge and spin) is 0.000 eV. The value obtained for the LUMO energy is 1.36 eV. The charge is -1. As for the HOMO-LUMO gap: 4.813 eV.



Entry 8:
Density functional theory data (wB97M-V/def2-TZVPD) for one molecule with the formula C12H12O.

Geometry as XYZ:
```
25
Properties=species:S:1:pos:R:3:forces:R:3:mulliken_charge:R:1
C -0.923 -1.292 -2.842 -2.38 -3.46 0.02 -1.37
C 0.160 -1.395 -1.816 -6.32 -2.83 3.96 0.08
C -0.236 -0.811 -0.371 2.47 -0.67 5.29 -0.05
C -0.555 -1.752 0.662 -1.05 3.26 -0.39 -0.68
C -0.852 -1.411 2.057 0.93 0.28 -0.17 -0.54
C -0.272 -0.158 2.559 -3.78 -2.50 0.01 -0.73
C 0.162 0.778 1.638 0.87 1.44 6.33 1.17
C 0.430 2.219 2.225 -1.87 -5.29 -1.83 -0.85
C 0.635 3.098 1.321 4.81 4.13 -4.83 -0.24
C 1.201 2.607 -0.051 -2.15 3.55 2.28 -0.64
C 0.845 1.384 -0.436 0.81 1.10 -1.52 -0.57
C 0.348 0.361 0.419 -0.85 0.14 -8.77 0.71
H -1.401 -0.338 -2.646 -0.45 0.02 -1.10 0.38
H -0.554 -1.615 -3.819 0.32 1.34 -0.20 0.39
H -1.711 -2.270 -2.810 1.64 2.90 0.93 0.24
H 0.902 -0.888 -2.161 5.38 2.80 -1.92 0.67
H 1.147 -2.666 -1.014 0.60 -1.19 0.47 0.38
H -0.675 -2.687 0.255 -0.98 -2.45 -0.03 0.64
H -1.557 -2.228 2.570 2.17 2.18 -0.49 0.23
H -0.470 0.333 3.514 -0.12 -1.19 0.32 0.30
H -0.082 2.477 3.075 -0.68 0.15 2.55 0.36
H 0.781 4.247 1.461 -0.74 -2.23 0.08 0.27
H 1.474 3.487 -0.711 -0.17 -1.66 0.46 0.29
H 0.820 1.308 -1.503 0.44 -0.89 -0.64 0.19
O 0.382 -2.788 -1.575 1.10 1.06 -0.80 -0.61
```
Forces are in eV/Å.

The total energy comes out at -539.4987 hartree. The value obtained for the relative energy (zero: lowest compared OMol25 entry of this formula, charge and spin) is 5.888 eV. The value obtained for the LUMO energy is 0.42 eV. The charge is 0. As for the HOMO-LUMO gap: 8.699 eV. As for the SMILES: C[C@H](O)c1cccc2ccccc12.



Among the records above, which one has the lowest charge?
C12H12F5LiN2O3Te